{
  "formula": "C31H48GdO3P2",
  "method": "ωB97M-V/def2-TZVPD",
  "de_lowest_kcal_mol": 87.41,
  "multiplicity": 8,
  "total_charge": 1,
  "species": ["Gd", "C", "C", "C", "C", "C", "C", "H", "H", "H", "C", "H", "H", "H", "C", "H", "H", "H", "C", "H", "H", "H", "C", "H", "H", "H", "C", "C", "C", "C", "C", "C", "C", "C", "H", "H", "H", "H", "H", "H", "H", "H", "H", "H", "H", "H", "P", "P", "C", "C", "H", "H", "H", "H", "C", "H", "H", "H", "C", "H", "H", "H", "C", "H", "H", "H", "C", "H", "H", "H", "O", "C", "C", "C", "C", "C", "C", "C", "O", "O", "H", "H", "H", "H", "H"],
  "coordinates": [[-1.4094, 2.0903, 1.4573], [-2.1191, 4.2515, 0.3631], [-2.3179, 3.3123, -0.6963], [-3.6559, 2.6648, 1.0552], [-2.9526, 3.8502, 1.4681], [-3.2386, 2.3231, -0.2858], [-1.1272, 5.3564, 0.3006], [-0.4268, 5.1699, -0.5186], [-0.5233, 5.4168, 1.2157], [-1.5895, 6.3373, 0.1161], [-2.8456, 4.2569, 2.9068], [-2.1991, 5.1286, 3.0576], [-2.3894, 3.4380, 3.5188], [-3.8281, 4.4863, 3.3484], [-4.1759, 1.7103, 2.0553], [-4.8432, 2.2329, 2.7467], [-3.3960, 1.1892, 2.6682], [-4.7163, 0.8979, 1.5693], [-3.5402, 1.0843, -1.0450], [-4.4574, 1.1244, -1.6461], [-3.5778, 0.2174, -0.3761], [-2.7316, 0.8891, -1.7560], [-1.4912, 3.2571, -1.9274], [-1.9398, 3.7882, -2.7797], [-1.3027, 2.2283, -2.2603], [-0.5003, 3.6932, -1.7583], [2.4599, 0.3149, -0.2989], [2.4147, 1.3095, -1.1904], [1.8478, 1.2871, -2.5727], [1.4477, -0.0949, -3.1077], [0.1418, -0.5088, -2.5230], [-0.1348, -1.1233, -1.3703], [0.7806, -1.5752, -0.2874], [2.2430, -1.1660, -0.4949], [2.5895, 1.7190, -3.2290], [2.2744, -0.8083, -3.0163], [1.0243, 1.9968, -2.6452], [2.6253, -1.5180, -1.4562], [2.6082, 0.5589, 0.7637], [2.7137, 2.3029, -0.8234], [2.8757, -1.6806, 0.2510], [0.4520, -1.1430, 0.6588], [-1.1916, -1.3002, -1.1192], [0.7517, -2.6604, -0.1533], [1.2813, 0.0556, -4.1805], [-0.7282, -0.2294, -3.1366], [1.0020, -5.0596, -1.1268], [-1.4645, -6.7180, -1.3060], [1.3209, -6.8285, -1.7026], [0.1384, -7.7092, -1.2979], [2.2580, -7.1681, -1.2306], [1.4714, -6.8141, -2.7977], [0.0434, -8.5634, -1.9856], [0.2812, -8.1077, -0.2781], [-2.4455, -8.1460, -0.6559], [-3.5102, -7.8842, -0.6964], [-2.1566, -8.3402, 0.3880], [-2.2775, -9.0553, -1.2550], [-1.8401, -6.9647, -3.0928], [-1.6502, -8.0014, -3.3957], [-1.2354, -6.2827, -3.7009], [-2.9026, -6.7384, -3.2397], [2.2176, -5.0677, 0.2576], [2.3789, -4.0481, 0.6286], [3.1639, -5.5131, -0.0748], [1.7996, -5.6780, 1.0698], [1.9286, -4.2579, -2.5006], [1.4045, -4.4811, -3.4397], [2.9512, -4.6532, -2.5559], [1.9461, -3.1689, -2.3760], [0.0032, 5.8057, 3.1553], [1.3520, 5.7002, 3.4147], [2.0455, 6.8396, 3.8640], [3.3379, 6.7273, 4.3504], [4.0140, 5.5086, 4.2273], [3.3720, 4.4074, 3.6569], [2.0102, 4.4499, 3.3121], [1.4260, 3.1972, 2.7021], [2.1710, 2.2439, 2.4387], [0.1262, 3.2120, 2.5387], [-0.2166, 6.7585, 3.1217], [1.5477, 7.8055, 3.8843], [3.8537, 7.5866, 4.7598], [5.0357, 5.4064, 4.5670], [3.9164, 3.4694, 3.5059]],
  "forces_ev_per_angstrom": [[3.052, -2.544, 0.651], [-1.204, -0.264, 0.041], [-0.076, 0.210, 0.808], [0.193, 0.684, -1.012], [-0.525, 0.530, -1.401], [-0.341, 1.043, 0.860], [0.453, 0.423, 0.147], [-0.093, 0.194, 0.080], [-0.355, -0.005, -0.330], [0.044, -0.226, 0.044], [-0.137, 0.332, 0.325], [-0.148, -0.327, -0.162], [-0.267, 0.410, -0.132], [0.251, -0.201, -0.123], [-1.033, -0.280, 0.015], [0.098, -0.338, 0.129], [-0.093, 0.291, -0.003], [-0.178, 0.027, 0.104], [0.049, -0.437, -0.301], [0.004, 0.015, 0.300], [-0.236, -0.045, -0.118], [-0.075, -0.052, 0.057], [0.325, 0.052, -0.780], [0.072, -0.067, 0.198], [-0.164, 0.124, 0.089], [-0.196, 0.005, -0.073], [0.035, 0.133, 0.440], [-0.529, 0.158, 0.866], [1.023, -0.252, -0.087], [0.082, 0.766, -0.725], [-0.792, -0.612, 0.175], [-0.776, -0.051, -0.007], [0.971, 0.280, -0.160], [0.359, -0.242, 0.194], [0.391, 0.086, -0.448], [-0.379, 0.295, -0.076], [-0.277, -0.113, 0.180], [-0.128, 0.082, 0.324], [0.391, 0.229, -0.574], [-0.340, -0.371, -0.076], [-0.283, 0.177, -0.112], [-0.148, -0.072, 0.154], [0.303, 0.165, -0.313], [-0.354, -0.170, 0.007], [0.074, -0.226, 0.066], [0.328, -0.111, 0.284], [2.198, -1.534, -0.949], [1.243, -2.744, -0.868], [-0.580, 0.039, 0.049], [0.370, 0.401, 0.332], [-0.329, 0.186, -0.274], [-0.169, 0.034, 0.501], [-0.190, 0.214, 0.324], [-0.072, 0.166, -0.360], [-0.733, 0.601, 0.663], [0.169, -0.241, 0.152], [-0.213, 0.056, -0.331], [0.121, 0.494, 0.065], [-0.349, 0.908, -0.037], [0.009, 0.226, 0.261], [-0.216, -0.134, -0.018], [0.234, 0.027, -0.211], [-0.661, 0.539, 0.595], [0.048, -0.296, -0.012], [-0.301, 0.198, -0.105], [0.183, 0.176, -0.116], [-0.719, 0.821, -0.076], [0.145, 0.075, 0.219], [-0.261, -0.013, 0.220], [0.070, -0.278, -0.087], [0.474, 0.774, -0.011], [0.124, -0.177, 0.455], [-0.112, -0.483, 0.182], [0.258, -0.523, -0.586], [-0.377, -0.240, -0.126], [-0.021, 0.323, 0.423], [0.453, 0.633, -0.466], [-0.260, -0.329, 0.303], [-0.885, 0.715, 0.017], [1.334, -0.045, 0.095], [0.167, -0.619, 0.142], [-0.100, -0.135, 0.072], [-0.095, 0.027, -0.011], [0.017, 0.082, -0.028], [-0.346, 0.371, 0.077]]
}

***

{
  "formula": "C31H49B3O21S",
  "method": "ωB97M-V/def2-TZVPD",
  "species": ["C", "S", "O", "O", "B", "O", "B", "O", "B", "C", "C", "O", "O", "O", "H", "H", "H", "H", "H", "H", "H", "O", "C", "O", "C", "C", "C", "H", "H", "H", "H", "H", "H", "O", "C", "O", "C", "C", "C", "H", "H", "H", "H", "H", "H", "O", "C", "O", "C", "C", "C", "H", "H", "H", "H", "H", "H", "O", "C", "O", "C", "C", "C", "H", "H", "H", "H", "H", "H", "O", "C", "O", "C", "C", "C", "H", "H", "H", "H", "H", "H", "O", "C", "O", "C", "C", "C", "H", "H", "H", "H", "H", "H", "O", "C", "O", "C", "C", "C", "H", "H", "H", "H", "H", "H"],
  "coordinates": [[4.9290, 1.0723, 0.7415], [5.4398, 2.2596, 1.9991], [6.8567, 2.2336, 2.1891], [4.6690, 1.9332, 3.1637], [4.7750, 3.9271, 1.3848], [5.1281, 4.5064, 0.2088], [3.9912, 5.0081, -0.4272], [2.7164, 4.8912, 0.0900], [2.6541, 4.4234, 1.3834], [1.4266, 3.7187, 2.0420], [0.5079, 3.0601, 1.0562], [-0.6421, 3.2654, 1.0637], [1.1216, 2.1993, 0.1897], [3.8380, 4.5477, 2.1357], [4.7910, 1.6036, -0.1954], [5.6709, 0.2886, 0.6846], [3.9644, 0.6768, 1.0156], [4.1187, 5.5170, -1.4763], [0.8806, 4.3578, 2.7309], [1.8341, 2.9027, 2.6454], [1.0937, 1.2915, 0.5245], [0.1583, 0.1167, -1.2369], [-0.8054, 0.6056, -1.7585], [-1.2400, 0.2771, -3.0010], [-2.3546, 1.1233, -3.3570], [-2.9210, 1.6207, -2.0353], [-1.6671, 1.6828, -1.1680], [-1.9807, 1.9383, -3.9804], [-3.0745, 0.5431, -3.9293], [-3.4497, 2.5676, -2.1238], [-3.6172, 0.8859, -1.6268], [-1.1481, 2.6331, -1.2627], [-1.8783, 1.4715, -0.1276], [-1.7207, -6.3382, -3.0133], [-1.2776, -5.2919, -2.6313], [-1.5661, -4.1193, -3.2303], [-0.8220, -3.0501, -2.6146], [-0.4629, -3.5649, -1.2308], [-0.3215, -5.0661, -1.4760], [0.0606, -2.8446, -3.2233], [-1.4371, -2.1576, -2.5747], [0.4260, -3.0936, -0.8170], [-1.2903, -3.3842, -0.5429], [0.6851, -5.3411, -1.7946], [-0.6156, -5.6542, -0.6112], [-5.5616, -7.6543, 0.1550], [-5.5077, -7.6384, -1.0374], [-6.1980, -6.7383, -1.7933], [-6.0187, -7.0429, -3.1931], [-4.7289, -7.8431, -3.2636], [-4.7339, -8.5849, -1.9322], [-6.8870, -7.6090, -3.5388], [-5.9560, -6.1149, -3.7589], [-4.6734, -8.4956, -4.1331], [-3.8806, -7.1621, -3.2963], [-5.2723, -9.5323, -1.9926], [-3.7320, -8.7452, -1.5445], [5.7460, 5.6213, -2.9849], [5.6715, 4.6931, -3.7326], [4.7030, 4.5779, -4.6756], [4.8109, 3.3076, -5.3412], [6.2516, 2.8662, -5.1282], [6.5703, 3.4715, -3.7635], [4.0936, 2.6186, -4.8896], [4.5628, 3.4326, -6.3924], [6.3815, 1.7867, -5.1776], [6.8930, 3.3162, -5.8873], [6.2877, 2.8079, -2.9442], [7.6134, 3.7584, -3.6707], [-5.1227, -2.3222, -1.4724], [-6.1917, -2.5438, -1.9610], [-6.9467, -1.5762, -2.5453], [-8.2170, -2.1184, -2.9435], [-7.9897, -3.6174, -3.0673], [-6.9263, -3.8713, -2.0007], [-8.9547, -1.8719, -2.1768], [-8.5212, -1.6620, -3.8828], [-8.8984, -4.2019, -2.9346], [-7.5829, -3.8487, -4.0541], [-7.3671, -4.0639, -1.0225], [-6.2583, -4.6771, -2.2782], [6.2013, 0.4702, 9.5737], [6.1540, 0.4800, 8.3790], [5.3219, 1.2852, 7.6768], [5.4177, 0.9908, 6.2685], [6.7735, 0.3257, 6.0936], [6.9477, -0.3967, 7.4274], [4.5920, 0.3302, 5.9957], [5.3321, 1.9109, 5.6987], [6.8214, -0.3268, 5.2242], [7.5473, 1.0867, 5.9842], [6.5020, -1.3925, 7.4158], [7.9881, -0.4543, 7.7344], [-0.5644, 5.6040, 3.4557], [-1.4015, 5.0813, 4.1338], [-1.2636, 4.9023, 5.4669], [-2.3784, 4.1515, 5.9814], [-3.4949, 4.3519, 4.9674], [-2.7148, 4.4926, 3.6622], [-2.0786, 3.1051, 6.0692], [-2.6367, 4.5261, 6.9687], [-4.2234, 3.5434, 4.9655], [-4.0257, 5.2812, 5.1798], [-2.5158, 3.5279, 3.1940], [-3.2037, 5.1572, 2.9562]],
  "forces_ev_per_angstrom": [[-0.020, 0.725, -0.069], [-0.300, -0.908, 0.316], [1.028, 0.260, -0.694], [-0.970, -0.122, 0.728], [1.036, 1.196, 0.429], [-0.609, -0.893, -0.341], [0.043, 0.867, -1.182], [0.470, -0.643, 0.451], [-0.574, 0.699, 0.717], [0.507, -0.349, -0.345], [2.071, 0.444, 1.283], [-2.838, 0.200, -0.410], [0.533, 0.000, -0.040], [-0.540, -1.151, 0.180], [0.339, -0.065, -0.313], [0.241, -0.062, -0.100], [-0.222, -0.122, 0.324], [-0.021, 0.082, -0.011], [-0.057, 0.166, -0.172], [0.269, -0.017, 0.118], [-0.299, -0.046, -0.410], [0.059, -0.769, -0.394], [0.144, 0.383, 0.194], [0.142, -0.002, 0.244], [-0.288, 0.107, -0.098], [0.001, -0.011, 0.082], [-0.845, -0.220, -0.380], [0.053, -0.014, 0.022], [0.158, -0.147, -0.035], [0.064, 0.019, -0.074], [-0.002, -0.024, -0.069], [0.063, 0.008, 0.136], [0.242, 0.175, 0.104], [-0.174, -0.045, -0.067], [0.226, -0.142, 0.008], [-0.022, -0.073, 0.028], [0.090, 0.251, 0.199], [0.129, -0.125, 0.137], [-0.264, 0.476, 0.174], [-0.016, -0.019, -0.022], [-0.108, -0.074, -0.200], [0.006, 0.042, -0.087], [-0.008, 0.027, -0.029], [-0.021, -0.091, 0.003], [0.096, -0.233, -0.124], [-0.108, 0.250, 0.037], [0.040, -0.394, 0.176], [0.107, -0.373, -0.112], [0.021, -0.138, -0.113], [0.133, -0.085, -0.061], [0.068, 0.391, -0.391], [-0.018, 0.006, 0.048], [-0.090, 0.070, 0.107], [-0.084, 0.025, -0.011], [0.054, -0.011, -0.045], [0.021, -0.023, 0.129], [-0.081, -0.134, 0.160], [0.044, 0.157, -0.325], [0.162, -0.101, 0.309], [0.049, 0.001, -0.010], [0.023, -0.140, -0.101], [0.115, -0.098, 0.085], [-0.026, -0.064, -0.579], [0.009, 0.008, 0.025], [-0.095, 0.155, 0.045], [-0.074, 0.001, 0.005], [-0.023, -0.003, -0.013], [0.057, 0.063, 0.072], [-0.033, 0.039, 0.274], [0.071, 0.248, -0.145], [-0.031, -0.275, 0.359], [0.076, -0.017, -0.039], [-0.161, -0.077, -0.101], [-0.024, -0.161, 0.081], [-0.182, 0.397, -0.660], [0.021, -0.013, 0.023], [0.109, 0.147, 0.043], [-0.025, 0.063, 0.026], [-0.024, 0.026, -0.007], [0.145, -0.084, 0.048], [0.067, 0.219, 0.418], [-0.076, 0.191, 0.032], [0.003, -0.331, 0.115], [0.091, -0.036, 0.009], [0.044, 0.072, -0.200], [0.105, -0.161, 0.015], [0.072, 0.405, -0.413], [0.000, -0.003, 0.021], [-0.129, 0.056, 0.125], [-0.074, 0.024, -0.012], [-0.026, 0.013, -0.032], [0.041, -0.024, 0.095], [-0.068, -0.173, 0.203], [0.040, 0.232, 0.295], [-0.055, -0.174, -0.366], [-0.011, 0.037, -0.026], [-0.181, -0.080, 0.091], [-0.089, -0.032, -0.137], [-0.323, 0.142, 0.486], [0.019, 0.005, -0.030], [0.186, 0.073, 0.015], [0.057, -0.039, 0.037], [0.007, -0.012, 0.033], [0.063, 0.065, -0.122], [0.180, -0.084, -0.204]]
}

***

Sequential energy output: -2883.69637 -3263.75482 hartree
Sequential maximum force output: 0.078 0.056 hartree/bohr